(1)
The following is a DFT calculation (wB97M-V/def2-TZVPD) of a 3-piece molecular cluster, C37H64N2O14S2 overall.

The geometry in XYZ format:
```
119
Properties=species:S:1:pos:R:3:forces:R:3
S -3.94760 7.07809 0.53004 0.132 0.269 0.290
S -0.99291 3.33952 -2.39107 -0.453 0.595 -1.037
O 3.74787 3.11781 -1.76862 0.115 -0.343 0.967
O -4.17685 3.46414 0.13935 0.795 0.214 -1.267
O -6.14764 6.71408 -2.73508 0.480 -0.053 0.268
O -5.98145 5.29586 -1.01090 1.530 0.586 -0.568
O -0.50945 -0.93294 5.69260 0.201 0.227 -0.070
O -1.12590 -0.70464 -5.07706 -0.750 0.539 1.119
O 0.42270 2.38469 -0.46601 0.525 -0.075 -0.717
O -1.37003 1.49580 -4.97751 -0.179 -0.112 0.745
O 1.33416 -1.45349 3.29207 0.006 -0.048 0.306
O -0.22785 -9.29692 0.82653 0.314 -0.045 0.029
O -2.76560 1.78131 -0.23414 0.296 0.480 -0.453
O 0.18414 -6.01994 0.38456 -0.117 0.017 0.225
O 1.26724 -7.54016 2.85506 -0.094 0.014 -0.180
O 1.85000 -3.24514 5.76122 -0.117 -0.107 -0.178
N 2.09131 2.08685 -3.77805 -2.495 -0.984 0.277
N 2.64054 5.74781 -1.35464 -0.687 -0.180 -1.875
C -5.55937 6.40647 -1.73233 -0.541 0.613 -0.524
C -0.34414 -9.29606 2.24418 -0.293 0.288 -0.373
C -0.33837 0.57307 -1.89933 -0.918 0.376 0.454
C 3.72384 1.86643 0.99534 0.206 -0.610 -0.097
C 1.57397 5.10110 -3.44618 -0.346 0.677 -1.081
C 2.23901 2.41634 1.05511 1.102 -0.437 0.602
C 2.78999 -2.60563 4.90980 -0.287 0.142 0.423
C -2.94358 2.96133 -0.34461 0.036 -0.601 0.418
C 1.72654 2.09319 -2.37321 1.447 0.883 1.278
C 1.63211 0.97828 -5.89278 2.163 0.179 0.114
C -0.85292 0.32659 6.23145 -0.011 -0.223 -0.024
C 0.22905 2.05483 -1.87303 0.342 -0.618 1.790
C 0.19635 -10.54570 0.32135 -0.141 0.173 0.032
C 2.22961 -1.29028 4.39543 0.157 -0.048 -0.362
C -4.35576 7.30621 -1.25998 -0.626 -1.630 0.519
C 1.46375 6.45350 -3.99511 1.741 -0.171 3.733
C -1.58810 0.33246 -2.81631 0.089 -1.559 -0.519
C -5.27235 3.00761 -0.65651 -1.920 0.101 -1.155
C -1.34277 0.47031 -4.34233 0.053 -0.045 -0.920
C -6.94817 3.61373 -2.57407 -0.062 0.189 -0.506
C 2.08775 0.95701 -4.38274 -0.185 -0.311 -1.446
C 2.08581 -4.63390 5.87540 -0.006 0.188 0.018
C 1.43747 -5.88357 1.04193 -0.200 -0.313 -0.346
C -1.88258 3.96297 -0.92813 -0.909 -0.059 1.801
C 2.55128 7.00104 -1.84062 0.006 1.908 -0.355
C 1.88672 -7.21805 1.61128 0.121 0.148 0.224
C 2.34129 3.30873 -1.58258 0.197 0.464 -1.578
C -5.70692 4.07254 -1.74864 -0.001 -1.155 0.306
C 0.06552 -2.02021 3.60989 -0.069 0.193 -0.264
C -0.49378 -4.78785 0.27254 0.099 -0.162 -0.067
C 1.99611 7.48892 -3.08246 -0.437 -2.847 -0.757
C 3.95013 0.50216 0.17927 0.689 0.735 0.652
C 2.16265 4.76781 -2.17193 -1.252 1.004 -0.688
C -0.86353 -1.05045 4.32009 0.008 -0.398 0.383
C -0.11074 -7.90110 2.79842 0.120 -0.156 0.219
C 2.54384 -0.43482 -3.85168 0.036 0.468 0.890
C 1.63850 3.15064 -0.19505 -0.003 0.229 0.959
H -1.36362 -9.62054 2.48969 0.046 -0.053 0.235
H 3.19370 -0.29463 0.39612 0.380 0.863 -0.294
H -2.48066 0.94952 -2.56823 1.012 -0.183 -0.124
H 1.66911 -1.10903 -3.67489 0.764 0.377 -0.406
H -4.67662 8.36200 -1.40154 0.365 -0.824 0.152
H -0.69563 -7.14908 2.26708 0.009 -0.131 -0.208
H -0.68597 -4.36682 1.26568 0.041 0.139 -0.022
H 1.36474 -5.14769 1.85249 0.055 -0.004 0.008
H -0.53240 0.35007 7.27224 -0.020 -0.094 -0.026
H 3.06908 -4.82351 6.31999 0.026 -0.113 -0.059
H 1.00025 1.86105 -6.12973 0.248 -0.861 0.423
H 1.03565 6.68048 -4.99063 0.292 -0.325 0.867
H -0.68304 0.37464 -0.84555 0.268 0.283 -1.051
H 2.17325 1.23165 -1.78643 -0.540 0.608 -0.648
H -0.82278 -0.07466 3.82425 0.030 -0.007 -0.047
H -1.93645 0.48211 6.18925 0.006 0.146 -0.007
H 4.08906 1.68201 2.04639 -0.598 0.184 -0.912
H 1.56543 1.55417 1.32428 0.585 0.823 -0.483
H 3.03748 -3.25399 4.06017 0.035 0.052 -0.025
H -7.83944 3.36994 -1.93650 0.984 0.041 -0.401
H 1.31836 -5.05730 6.52210 0.015 0.099 0.017
H 2.95444 -7.14437 1.83603 -0.065 0.053 0.077
H -1.21515 4.22552 -0.05931 -0.452 -0.312 -0.925
H 2.16695 -5.53615 0.29944 0.163 0.093 0.143
H 3.08470 -0.31211 -2.87167 -0.595 -0.107 -0.881
H -2.45545 4.90335 -1.16246 0.872 -0.856 -0.295
H -0.33753 1.12942 5.69229 -0.106 0.075 -0.024
H 1.76872 -8.02799 0.89017 -0.184 0.125 -0.110
H 1.77217 -0.70111 5.19113 -0.057 -0.226 0.123
H 2.97392 7.79925 -1.17493 -0.415 -0.894 -0.519
H -1.90266 -0.73833 -2.64978 0.343 1.001 -0.155
H 0.44514 -0.19888 -2.10303 -0.484 0.895 -0.042
H -0.45252 -7.89513 3.83703 0.093 -0.041 -0.001
H 3.69612 -2.41415 5.49852 0.164 0.027 -0.179
H 3.05988 -0.69812 3.99986 -0.018 -0.099 -0.072
H 1.99192 8.56661 -3.36292 0.093 -1.036 0.508
H 4.93859 0.08499 0.52349 -0.876 0.345 -0.399
H 3.28814 -0.91070 -4.54518 -0.965 0.495 0.349
H 0.37239 -9.99264 2.69223 0.030 0.028 0.031
H 4.43809 2.62689 0.57705 -0.777 -0.655 0.402
H -5.07696 2.05438 -1.21213 0.216 0.683 0.678
H -0.38750 -2.26928 2.64598 0.029 0.111 -0.017
H 2.01807 -5.11864 4.89506 0.104 -0.089 0.007
H 4.06791 0.73017 -0.90844 -0.350 -0.353 0.853
H -1.38140 -0.45896 -5.98917 0.490 -0.038 0.435
H 1.21680 -0.00002 -6.22655 0.109 0.803 0.439
H -4.08519 5.74439 0.83184 -0.146 0.635 -0.955
H -1.89155 -1.43307 4.27879 -0.044 0.066 -0.239
H -0.53344 -11.32695 0.56038 0.094 -0.110 -0.001
H 2.59220 1.11682 -6.47879 -0.928 -0.201 0.361
H -1.45009 -4.96487 -0.21833 0.069 -0.081 -0.024
H -3.45866 7.07589 -1.88551 -0.850 0.227 0.330
H 2.17161 3.10880 1.94263 0.154 -0.521 -0.952
H 1.15329 4.30226 -4.10129 0.646 0.581 0.897
H 0.28387 -10.46267 -0.76121 -0.069 0.063 0.033
H 0.08925 -4.08118 -0.32896 -0.045 0.136 0.073
H 4.25678 3.79152 -1.28688 -0.473 -0.067 -0.185
H -4.83386 4.18873 -2.44238 -0.649 0.294 0.482
H -6.67474 2.75096 -3.24506 -0.286 0.627 0.883
H 0.17716 -2.95650 4.15886 -0.043 0.119 0.217
H -6.19068 2.82005 -0.03567 1.130 0.275 -0.117
H 1.17809 -10.81225 0.72854 -0.032 -0.120 0.039
H -7.28841 4.42575 -3.27344 0.535 -0.593 0.803
H 1.41928 4.18951 0.18747 -0.332 -0.986 -0.692
```
Forces are in eV/Å.

**Highest occupied orbital energy**: -8.60 eV
**Kohn-Sham gap**: 8.986 eV
**Net charge**: 0
**SMILES**: CCC[C@@H]1O[C@@](CCC(=O)O)(SCC(=O)OC[C@@H](C)OC(=O)CS)[C@@H](N=C(C)C)[C@@]1(O)c1ccccn1.COCCOCCOC.COCCOCCOC



(2)
The following is a DFT calculation (wB97M-V/def2-TZVPD) of a 2-piece molecular cluster, C3H9O3 overall.

The geometry in XYZ format:
```
15
Properties=species:S:1:pos:R:3:forces:R:3
O -2.81498 0.10649 1.13754 -3.419 -0.376 0.834
O 3.44974 0.74384 -1.25345 -0.579 -0.046 0.702
O 1.25159 0.67771 0.01629 -1.186 -2.562 0.155
C -0.86844 -0.76501 0.13531 -0.193 -1.866 3.754
C -1.54055 0.48308 0.94350 3.664 -1.107 -3.764
C 0.45295 -0.52385 -0.53239 2.227 4.023 0.356
H -1.01896 0.69668 1.88767 -0.115 -0.053 -0.582
H 2.52697 0.69439 -0.61738 0.188 0.039 -0.703
H 4.04988 1.30631 -0.75436 -0.047 -0.047 -0.019
H 0.13080 0.05864 -1.43130 0.612 -1.731 -0.664
H 1.17906 -1.40584 -0.54062 -1.336 0.925 -0.718
H -0.79756 -1.52313 1.02683 0.193 0.779 -1.473
H -1.38533 1.25924 0.16223 -0.364 0.523 1.032
H -3.04216 -0.47802 0.40461 -0.156 0.184 0.284
H -1.57301 -1.33055 -0.58449 0.512 1.315 0.805
```
Forces are in eV/Å.

**Highest occupied orbital energy**: -3.20 eV
**Kohn-Sham gap**: 6.817 eV
**Energy relative to the best compared isomer or geometry (same formula, charge and spin)**: 45.9 kcal/mol
**Net charge**: -1



(3)
The following is a DFT calculation (wB97M-V/def2-TZVPD) of C43H53N7O3PReS3 as an isolated structure.

The geometry in XYZ format:
```
111
Properties=species:S:1:pos:R:3:forces:R:3
Re 0.02211 -0.44745 1.27797 -0.093 1.244 -1.784
S -2.30258 2.91114 3.18549 0.194 0.309 -0.105
S 1.84238 3.05650 -0.62705 -0.192 0.245 -0.286
S 0.48329 3.56047 4.38780 0.174 0.163 -0.243
P -0.21945 -0.83212 -2.45576 -0.800 -0.226 -1.742
O 2.51383 0.37164 3.91708 0.119 0.020 0.057
O 0.30880 1.50672 1.22222 -0.179 -2.196 0.085
O -0.12885 -0.62210 -0.95730 0.435 0.488 2.523
N 2.07457 -0.83253 1.09515 0.209 -0.138 -0.024
N 1.27103 -1.00531 -3.09407 -0.264 0.146 0.532
N 0.00070 -2.61746 1.32515 0.032 0.107 0.014
N -0.09306 -0.79078 3.32944 -0.055 0.041 -0.076
N -1.00882 0.37753 -3.26226 0.450 -0.742 0.453
N -1.03549 -2.24730 -2.75500 0.291 0.344 0.112
N -2.05708 -0.81126 1.23750 -0.243 -0.001 -0.079
C -2.66919 -3.89820 -2.44479 0.096 0.011 -0.141
C -1.27037 -3.05224 0.68538 -0.255 0.172 -0.305
C 1.19877 -3.02812 0.54090 0.244 0.033 -0.396
C 2.01765 4.55485 -1.46040 0.062 -0.174 0.080
C -3.02936 0.10095 1.40259 0.010 0.310 -0.052
C 2.97759 3.77752 3.92060 0.094 -0.077 0.105
C 2.49323 -0.56952 -2.39017 0.128 0.030 0.138
C -1.39036 2.40150 -4.41831 -0.066 -0.075 0.093
C -3.55480 3.74981 1.13070 -0.074 -0.102 -0.039
C -0.25092 0.18554 4.23822 -0.082 0.257 0.031
C 3.06901 0.05727 1.20567 0.032 0.271 -0.001
C 2.37100 -2.12876 0.84689 0.083 -0.321 0.092
C -1.37808 3.15468 1.73107 0.088 -0.061 0.044
C -0.10931 -2.38601 5.09897 0.056 0.027 -0.051
C 3.67490 -2.56658 0.76474 -0.040 -0.004 0.040
C 0.43225 5.04204 0.15436 -0.007 -0.240 0.107
C -2.45468 0.65042 -3.20495 -0.222 0.016 -0.002
C -0.33585 -0.06223 5.58884 -0.024 -0.152 0.079
C 4.39643 -0.30696 1.09095 0.032 -0.183 -0.042
C -3.71567 -2.49579 0.94843 0.022 0.009 0.011
C -0.04280 -2.06567 3.75803 -0.005 -0.201 0.040
C -2.49095 -2.41904 -2.76796 -0.197 -0.091 0.024
C 0.11618 2.86780 1.56723 -0.065 1.221 0.448
C 1.20507 5.50985 -0.94171 0.139 0.061 -0.049
C -2.56322 2.14976 -3.47157 0.058 -0.123 -0.099
C -2.39547 -2.09625 0.99614 -0.033 -0.256 0.075
C 1.54291 -1.21354 -4.52953 0.095 -0.145 -0.253
C -4.72116 -1.55132 1.12074 0.131 0.083 -0.002
C 2.07098 3.87942 4.92872 -0.110 -0.093 0.095
C 0.66120 3.72956 0.43412 -0.157 -0.410 -0.355
C -1.51128 -4.53906 -3.21429 -0.049 0.102 0.142
C -0.24757 -1.37249 6.03775 0.009 0.056 -0.196
C -2.20562 3.58208 0.72871 0.099 -0.065 0.055
C -0.37265 -3.51399 -3.12033 0.205 -0.081 0.019
C 2.89273 -0.53850 -4.74953 0.004 -0.053 0.170
C 2.37678 3.42344 2.68751 -0.146 -0.135 0.038
C 4.70911 -1.64237 0.89077 -0.132 0.119 -0.021
C -0.28862 1.53655 -3.81743 0.293 0.246 -0.053
C 1.01756 3.24647 2.76610 -0.200 -0.235 0.151
C 0.11502 -3.14006 2.72084 0.128 0.119 0.344
C -3.75174 3.42136 2.43294 -0.029 -0.163 0.105
C 3.59853 -0.80472 -3.41730 -0.119 0.070 -0.055
C -4.36787 -0.22678 1.33813 -0.037 -0.213 -0.030
H 1.16078 6.52178 -1.31475 0.008 0.014 -0.027
H 2.61034 1.33810 3.91282 0.044 -0.064 0.102
H 1.65050 -2.28126 -4.73129 -0.071 0.017 -0.044
H -1.86083 3.79511 -0.26996 0.069 0.037 -0.029
H 2.94657 3.33240 1.77457 -0.059 0.084 -0.041
H 5.73811 -1.96759 0.81779 0.018 0.012 0.012
H 0.22253 2.08146 -3.02525 0.137 0.127 0.127
H 0.15155 -3.44227 -4.07084 0.005 0.007 0.018
H -5.11592 0.54247 1.46014 0.029 0.042 0.035
H -2.87358 0.35976 -2.23853 -0.037 0.104 -0.026
H 0.97265 -2.89544 -0.52094 -0.101 -0.005 0.108
H -2.42879 2.70865 -2.54406 -0.018 0.042 0.028
H 2.23686 4.14894 5.95942 0.025 0.052 0.007
H -1.79877 -4.67449 -4.25613 0.013 -0.039 0.005
H -0.04092 -3.42194 5.40301 -0.038 -0.016 0.005
H 2.77873 0.53482 -4.91090 -0.018 -0.002 -0.026
H -0.45466 0.75980 6.27947 -0.013 0.061 -0.049
H 2.43102 0.48649 -2.11064 -0.021 -0.004 -0.003
H 2.76430 1.07908 1.37381 0.022 -0.029 0.019
H 2.71391 4.63927 -2.27876 -0.007 0.014 -0.022
H 0.36951 -3.77986 -2.35898 -0.030 -0.124 -0.066
H 3.88948 -3.61196 0.58931 -0.037 -0.017 -0.016
H -1.22062 -5.50775 -2.81451 0.002 -0.037 -0.061
H -3.95760 -3.53455 0.76878 0.008 -0.017 0.012
H 0.45344 1.22813 -4.55462 -0.055 0.012 0.014
H -2.96964 0.09556 -3.99362 -0.025 -0.008 0.099
H -2.96797 -1.76074 -2.04049 -0.053 -0.039 -0.025
H -0.28592 -1.60910 7.09228 -0.033 0.025 0.018
H -2.90463 -2.21028 -3.75923 -0.028 0.076 0.072
H -2.55760 -4.06868 -1.36955 -0.121 -0.068 -0.110
H 1.44713 -4.07902 0.69982 -0.065 0.016 0.082
H 3.42479 -0.96773 -5.59491 -0.021 0.065 -0.052
H 4.45817 -0.15893 -3.25167 0.023 -0.024 0.019
H 3.14932 0.05074 4.56816 0.003 0.117 0.017
H 2.63691 -1.15515 -1.47916 0.065 0.050 -0.091
H -4.66194 3.46342 3.00944 -0.024 0.045 0.014
H -3.52495 2.40710 -3.90915 -0.024 0.065 0.063
H -1.13185 -3.02857 -0.40056 0.152 0.051 0.101
H -1.54221 -4.07093 0.96704 0.122 0.003 0.042
H -0.31067 1.19013 3.85468 0.101 -0.076 0.002
H -5.75981 -1.85033 1.08351 -0.022 0.008 -0.005
H -1.10049 3.44831 -4.47484 0.012 -0.003 -0.016
H -3.63771 -4.27995 -2.75973 -0.034 0.005 0.066
H -4.33270 4.11608 0.47783 -0.038 0.017 0.019
H 0.73585 -0.82673 -5.15212 0.011 0.020 0.025
H 4.03390 3.96405 4.04401 0.012 0.061 0.010
H 3.92726 -1.84482 -3.37839 0.055 0.003 0.007
H 5.17041 0.44219 1.17105 -0.022 0.043 0.013
H -0.62226 -3.92461 2.89576 -0.001 0.005 -0.100
H -2.70112 1.11584 1.58811 -0.060 -0.120 -0.099
H 1.09735 -3.59696 2.85554 0.005 0.007 -0.092
H -0.25987 5.65955 0.70708 -0.011 0.023 0.028
H -1.63898 2.06009 -5.42394 0.008 -0.005 -0.008
```
Forces are in eV/Å.

**2S+1**: 4
**Highest occupied orbital energy (spin up / spin down)**: -14.97 / -14.96 eV
**Kohn-Sham gap (spin up / spin down)**: 7.186 / 5.456 eV
**Expectation value of S²**: 3.769
**Energy relative to the best compared isomer or geometry (same formula, charge and spin)**: 24.1 kcal/mol
**Net charge**: +3



Calculated total energy (a.u.), listed in the same order as above: -3407.218225, -345.360464, -3892.850475